116
Properties=species:S:1:pos:R:3:forces:R:3 method="wB97M-V/def2-TZVPD" multiplicity=4 fmax_ha_per_bohr=0.0328 energy_ha=-3466.77988 homo_lumo_gap_ev="5.535 / 6.646" homo_ha="-0.3349 / -0.3759" total_charge=+1 lumo_energy_ev="-3.579 / -3.583" s_squared=3.807
Tc 1.363 -0.259 -0.413 -0.59 0.51 -0.32
C -5.083 -2.383 -0.030 -0.04 0.02 -0.08
C -4.663 -0.989 0.294 -0.48 0.11 0.55
C -5.344 -0.201 1.163 0.19 -0.29 -0.29
C -4.862 1.108 1.477 0.15 0.08 -0.10
N -3.698 1.494 1.069 -0.12 0.54 0.32
N -3.005 0.723 0.196 -0.21 -0.13 0.29
B -1.750 1.406 -0.213 -1.05 -0.29 -0.25
N -1.668 1.904 -1.647 0.78 -0.43 -0.72
N -2.550 2.906 -1.735 -0.33 0.06 0.34
C -2.789 3.472 -2.882 0.04 -0.03 -0.07
C -2.177 2.977 -4.060 0.21 -0.20 0.07
C -1.259 1.973 -3.987 -0.21 0.15 -0.03
C -0.576 1.439 -5.201 0.08 0.00 -0.03
C -0.937 1.444 -2.696 0.24 0.07 0.49
S 0.337 0.322 -2.602 -0.17 -0.18 0.13
C -3.707 4.685 -2.848 -0.12 0.11 0.16
C -3.971 5.254 -4.241 0.03 -0.11 0.08
C -3.001 5.752 -1.997 0.00 -0.07 -0.08
C -5.033 4.298 -2.179 0.07 -0.02 -0.07
N -1.114 2.175 0.890 1.07 0.39 1.24
N -1.183 3.510 0.882 -0.43 0.06 -0.27
C -0.789 4.170 1.935 -0.16 0.16 0.03
C -0.235 3.515 3.059 0.05 -0.63 -0.09
C -0.085 2.154 3.046 0.03 0.71 0.38
C 0.564 1.399 4.158 -0.06 -0.05 -0.04
C -0.551 1.473 1.904 -0.01 -0.48 -0.70
S -0.342 -0.205 1.668 -0.12 0.22 -0.69
C -1.024 5.677 1.899 -0.08 0.15 -0.14
C -0.498 6.377 3.152 0.02 -0.09 -0.09
C -2.544 5.898 1.800 0.12 -0.06 0.03
C -0.321 6.267 0.667 0.00 -0.10 0.09
C -3.491 -0.439 -0.327 0.55 0.05 -0.81
S -2.733 -1.096 -1.648 0.18 -0.26 0.24
C -5.714 2.096 2.254 0.06 0.11 0.13
C -7.030 2.284 1.483 0.08 -0.01 0.03
C -5.002 3.445 2.369 -0.06 -0.18 -0.03
C -6.005 1.555 3.660 0.04 -0.02 -0.13
H -6.015 -2.632 0.474 0.00 0.02 0.01
H -4.310 -3.084 0.290 0.02 -0.01 -0.07
H -5.206 -2.507 -1.105 0.02 -0.03 0.01
H -6.250 -0.566 1.628 -0.02 0.01 0.00
H -2.424 3.399 -5.024 -0.03 0.02 0.02
H -1.036 1.829 -6.106 -0.02 0.01 0.02
H -0.611 0.349 -5.212 -0.03 0.00 -0.04
H 0.480 1.718 -5.191 0.00 -0.02 -0.01
H -3.045 5.580 -4.718 -0.03 0.02 -0.06
H -4.620 6.124 -4.148 -0.01 0.01 -0.02
H -4.473 4.531 -4.887 0.00 0.01 -0.03
H -2.083 6.089 -2.484 0.03 0.01 0.04
H -2.748 5.336 -1.025 0.02 0.04 0.03
H -3.651 6.616 -1.856 -0.01 0.00 -0.03
H -5.606 3.618 -2.813 -0.01 -0.02 0.02
H -5.632 5.193 -2.006 -0.02 0.00 -0.02
H -4.845 3.809 -1.224 -0.03 0.00 0.07
H 0.095 4.081 3.916 0.03 0.04 -0.01
H 0.967 2.077 4.908 -0.02 0.01 0.00
H 1.367 0.776 3.763 0.03 0.01 0.03
H -0.157 0.729 4.631 0.02 -0.03 0.01
H -1.011 6.039 4.054 0.00 0.02 0.02
H -0.670 7.448 3.053 0.00 0.02 0.03
H 0.576 6.223 3.274 0.01 0.04 0.03
H -3.035 5.626 2.737 -0.01 0.01 -0.01
H -2.966 5.281 1.010 -0.04 0.07 -0.01
H -2.758 6.946 1.589 0.00 0.02 0.03
H 0.760 6.265 0.812 -0.02 -0.01 -0.04
H -0.645 7.296 0.510 0.00 0.01 0.01
H -0.554 5.684 -0.223 -0.01 0.05 -0.06
H -6.838 2.651 0.473 -0.02 0.00 -0.01
H -7.653 3.015 1.998 -0.02 0.00 0.01
H -7.593 1.353 1.411 -0.03 0.01 -0.02
H -4.769 3.844 1.382 0.02 0.04 -0.01
H -4.067 3.340 2.919 0.03 0.05 0.01
H -5.644 4.156 2.890 -0.01 -0.01 0.04
H -6.525 0.597 3.625 -0.01 0.00 0.04
H -6.636 2.263 4.198 -0.01 -0.02 0.03
H -5.076 1.425 4.218 -0.01 -0.02 0.04
C 4.298 -1.449 0.179 0.12 -0.07 0.20
N 3.424 -0.286 0.018 0.17 -0.01 0.00
C 3.979 0.883 0.189 -0.07 -0.18 -0.03
C 3.191 2.020 0.017 -0.05 0.36 0.06
C 3.492 3.388 -0.021 0.11 -0.24 0.06
C 2.329 4.019 -0.435 -0.14 0.05 -0.01
C 1.377 3.013 -0.630 0.04 0.06 0.00
N 1.871 1.796 -0.341 0.39 0.94 0.12
C 4.633 -1.709 1.635 0.04 0.14 -0.07
C 5.928 -2.043 2.012 -0.08 -0.04 -0.03
C 6.234 -2.273 3.346 0.06 -0.01 0.05
C 5.251 -2.159 4.316 0.04 -0.01 0.00
C 3.955 -1.829 3.945 -0.12 0.04 -0.05
C 3.647 -1.606 2.613 0.15 0.14 0.04
H 5.223 -1.290 -0.381 -0.03 -0.02 -0.01
H 3.793 -2.310 -0.255 0.09 0.14 -0.13
H 5.037 0.965 0.424 0.02 -0.06 0.02
H 4.444 3.839 0.210 0.01 -0.01 0.00
H 2.169 5.074 -0.586 0.04 -0.02 -0.06
H 0.375 3.158 -0.991 -0.05 -0.03 -0.02
H 6.703 -2.127 1.258 0.01 0.02 0.00
H 7.246 -2.534 3.627 0.00 0.01 0.01
H 5.493 -2.319 5.359 0.01 -0.04 0.00
H 3.177 -1.750 4.694 0.02 0.00 0.03
H 2.635 -1.352 2.318 0.04 0.08 0.09
C 1.426 -4.094 -1.340 0.02 0.09 0.25
C 1.044 -3.375 -0.031 -0.10 -0.64 -0.23
C 1.990 -3.770 1.115 -0.07 0.13 -0.24
C -0.383 -3.780 0.384 0.23 0.22 0.00
N 1.131 -1.973 -0.267 0.04 -0.81 0.39
H 1.301 -5.172 -1.231 -0.01 0.00 -0.02
H 2.465 -3.883 -1.597 0.00 -0.02 -0.04
H 0.785 -3.736 -2.146 0.02 -0.06 -0.04
H 1.971 -4.853 1.224 -0.04 -0.03 0.03
H 1.652 -3.309 2.043 0.04 -0.12 0.00
H 3.013 -3.456 0.921 -0.21 -0.26 0.12
H -0.389 -4.824 0.701 -0.04 0.03 -0.02
H -1.068 -3.654 -0.446 -0.21 0.06 -0.14
H -0.715 -3.151 1.212 -0.05 -0.07 0.03

***

176
Properties=species:S:1:pos:R:3:forces:R:3 method="wB97M-V/def2-TZVPD" fmax_ha_per_bohr=0.3773 energy_ha=-8023.87146 homo_lumo_gap_ev=5.843 homo_ha=-0.2635 lumo_energy_ev=-1.328
C -4.378 1.014 0.151 -0.30 -0.48 -0.25
O -3.134 0.564 -0.348 -13.89 -6.31 -3.87
H -5.006 1.577 -0.539 0.42 0.61 0.56
H -4.853 0.037 0.244 -0.86 0.44 0.82
H -4.195 1.538 1.089 -1.37 -0.12 -0.88
H -2.499 1.276 -0.456 -2.51 -0.85 -3.66
O -0.850 0.212 4.895 -2.97 -0.21 0.09
S -1.860 0.766 4.018 -4.63 -4.67 -2.83
O -1.660 1.946 3.158 -4.52 -8.26 2.86
O -2.285 -0.453 3.033 0.75 1.25 1.99
C -2.804 -0.150 1.688 -1.49 -1.25 1.81
C -3.147 -1.556 1.147 -3.16 4.16 3.54
C -3.507 0.922 4.870 2.16 0.32 0.30
H -2.205 0.478 1.028 0.65 -2.44 2.85
H -3.684 0.470 1.856 0.55 -0.97 1.04
H -3.570 -2.201 1.917 -0.16 0.11 0.46
H -2.157 -1.970 0.953 -3.01 10.99 2.51
H -3.872 -1.566 0.333 0.88 0.42 1.61
H -3.212 1.618 5.655 -0.64 -0.15 0.49
H -3.689 -0.096 5.211 -0.11 0.26 0.20
H -4.321 1.343 4.279 0.47 -0.16 -0.40
O 4.762 1.185 -3.369 -1.12 -2.81 0.03
S 3.985 -0.054 -3.621 -1.66 1.19 -0.99
O 4.431 -1.029 -4.602 0.09 0.83 1.14
O 3.455 -0.896 -2.312 0.48 0.17 -6.75
C 3.786 -0.383 -1.133 -2.83 2.94 -2.50
C 2.943 0.897 -0.760 1.54 -0.54 -3.22
C 2.234 0.416 -4.159 5.65 3.09 0.60
H 4.847 -0.176 -0.994 -0.47 0.19 -5.61
H 3.513 -1.120 -0.377 0.05 0.27 -4.44
H 1.891 0.681 -0.946 3.05 1.05 -0.94
H 3.400 1.662 -1.387 -0.23 0.64 0.00
H 3.068 1.177 0.286 -1.85 -0.42 -3.65
H 2.043 0.065 -5.173 2.49 0.58 0.57
H 2.299 1.491 -4.328 -0.06 0.25 0.55
H 1.471 0.082 -3.455 2.00 1.24 0.42
O 4.493 -0.237 0.327 1.57 10.46 16.26
S 4.566 0.568 1.511 1.06 1.33 8.22
O 5.822 1.139 2.022 -1.55 -0.82 -1.71
O 3.503 1.818 1.407 1.20 3.42 3.11
C 3.758 3.094 2.140 2.49 -0.49 1.78
C 4.025 2.900 3.679 -1.58 -0.50 0.13
C 3.691 -0.350 2.815 -1.67 6.32 1.95
H 2.969 3.844 2.089 -0.68 -0.88 -0.70
H 4.636 3.567 1.701 -0.03 -0.21 -0.26
H 3.602 3.728 4.248 0.30 0.56 -0.25
H 4.969 2.621 4.149 0.40 0.26 -1.01
H 3.351 2.118 4.029 0.14 -0.11 -0.31
H 3.806 0.150 3.777 0.83 -0.03 -0.05
H 3.966 -1.405 2.789 -2.16 2.66 1.31
H 2.645 -0.228 2.535 2.83 1.28 2.81
O -1.061 -0.699 -3.108 1.91 -0.64 -13.93
S -0.667 -0.409 -4.496 -4.35 0.39 -4.69
O 0.710 -0.552 -4.900 -8.26 1.56 -5.79
O -1.574 -1.477 -5.420 0.57 1.90 0.67
C -1.119 -2.821 -5.400 0.41 -0.19 0.78
C -2.038 -3.687 -6.181 0.78 -0.73 -0.10
C -1.405 1.139 -5.221 -0.06 0.16 0.60
H -0.974 -3.190 -4.384 -0.77 0.02 0.37
H -0.092 -2.884 -5.757 -0.17 0.12 -0.85
H -3.059 -3.815 -5.823 0.02 0.62 -0.12
H -1.563 -4.651 -5.996 -0.16 -0.46 -0.60
H -1.926 -3.406 -7.228 -0.58 -0.29 -0.05
H -1.330 1.202 -6.306 0.52 -0.52 0.18
H -1.172 2.078 -4.719 1.18 -0.39 -0.22
H -2.454 1.147 -4.926 0.72 -0.46 -0.51
O -2.061 1.797 0.292 4.57 8.58 15.69
S -2.214 3.181 0.651 -2.41 4.47 4.99
O -1.835 4.227 -0.314 -8.27 -0.70 4.39
O -3.788 3.375 1.177 2.44 -0.88 -1.76
C -4.224 4.713 1.231 -0.30 0.51 1.42
C -4.984 4.762 2.546 -0.80 0.65 -0.51
C -1.381 3.590 2.218 -2.43 4.40 -1.60
H -4.818 4.969 0.354 0.00 -0.06 0.05
H -3.376 5.391 1.325 0.02 0.11 -0.28
H -5.365 5.781 2.605 0.04 0.07 0.64
H -4.363 4.471 3.393 0.17 0.38 -0.09
H -5.859 4.113 2.572 0.03 -0.13 -0.31
H -0.459 3.019 2.106 -2.03 1.60 2.15
H -2.067 3.385 3.039 -0.08 2.41 -1.24
H -1.107 4.639 2.103 -1.05 -0.17 0.49
O 3.839 -4.430 2.220 7.63 5.06 -0.38
S 4.180 -3.064 1.724 -1.49 -2.99 -4.16
O 4.814 -2.112 2.611 6.52 -6.90 -0.54
O 5.079 -3.220 0.353 -0.32 -0.70 1.77
C 5.538 -1.996 -0.257 4.04 -2.97 -1.18
C 7.132 -1.945 -0.276 -1.51 -1.02 -0.38
C 2.608 -2.348 0.923 9.52 -0.59 2.11
H 5.194 -1.110 0.276 3.41 -4.91 -0.10
H 5.024 -1.916 -1.215 1.15 -1.16 -0.10
H 7.459 -1.986 0.763 0.17 0.03 -0.07
H 7.598 -1.102 -0.787 -0.51 0.42 0.15
H 7.513 -2.807 -0.824 0.09 -0.27 0.22
H 2.054 -1.810 1.692 1.28 -5.14 -0.67
H 2.101 -3.192 0.456 5.60 3.16 -1.74
H 2.932 -1.651 0.151 -1.11 -2.28 2.00
O 0.741 -6.115 0.754 1.54 2.20 0.34
S 1.763 -5.082 1.056 -2.77 -3.95 2.28
O 3.028 -5.145 0.415 -1.77 -0.80 -2.88
O 1.138 -3.567 0.734 -11.37 -8.32 0.66
C -0.177 -3.212 1.244 -0.93 -2.60 0.42
C -1.200 -2.812 0.198 4.29 -3.66 -0.76
C 1.972 -4.951 2.945 -3.12 -3.17 -1.58
H -0.032 -2.574 2.116 -0.06 -0.88 -1.70
H -0.557 -4.090 1.766 -0.11 -0.57 -0.32
H -0.900 -1.977 -0.435 -0.79 -1.13 2.21
H -2.088 -2.614 0.798 2.68 -11.65 -3.63
H -1.373 -3.589 -0.547 0.17 -0.55 0.73
H 0.991 -4.718 3.358 -0.19 -0.84 -0.32
H 2.692 -4.154 3.133 -1.63 -3.22 0.44
H 2.285 -5.955 3.231 0.01 -0.06 -0.10
O -3.769 0.371 -4.709 -4.99 -1.94 1.93
S -5.027 -0.112 -4.015 -0.71 1.11 1.16
O -6.370 -0.035 -4.622 3.07 -0.66 0.43
O -4.771 -1.629 -3.475 -2.75 1.82 -2.13
C -3.563 -2.081 -3.002 0.55 -1.92 2.48
C -3.828 -2.667 -1.548 0.71 0.30 -2.29
C -5.228 0.704 -2.278 1.74 -0.92 -3.05
H -2.825 -1.285 -2.899 -1.81 -1.44 -1.59
H -3.238 -2.929 -3.605 0.25 0.35 -0.35
H -3.914 -1.852 -0.829 -0.58 -0.77 -1.81
H -2.935 -3.230 -1.276 -0.30 0.10 -0.01
H -4.655 -3.377 -1.590 -0.21 0.29 0.16
H -5.565 1.732 -2.414 -0.40 -0.37 -0.08
H -4.175 0.706 -1.994 -0.17 0.12 -0.15
H -5.725 0.042 -1.570 -0.56 0.12 -0.88
O -0.429 -0.842 1.686 -0.39 6.75 -13.91
S 0.718 -0.063 1.090 -1.87 4.33 -3.43
O 2.120 -0.489 1.341 -7.00 8.79 -7.41
O 0.656 0.285 -0.569 -4.96 -1.98 4.21
C -0.101 -0.626 -1.388 1.65 3.36 1.86
C -1.603 -0.482 -1.359 -1.02 -0.56 5.07
C 0.534 1.639 1.571 2.07 -3.89 -12.91
H 0.312 -1.634 -1.335 -0.99 3.67 3.11
H 0.232 -0.366 -2.392 1.68 0.58 2.33
H -2.035 0.518 -1.314 2.78 -2.92 -1.07
H -2.134 -1.001 -0.561 1.25 0.53 -0.28
H -2.137 -0.789 -2.259 -0.16 0.60 4.51
H -0.514 1.871 1.761 0.99 -1.76 -2.00
H 1.019 2.281 0.835 0.26 -3.56 -1.20
H 1.141 1.707 2.474 5.61 0.40 -3.57
C 1.302 -2.181 -3.789 -1.16 -2.36 1.94
N 1.200 -2.563 -2.323 0.26 -3.69 -2.46
O 2.170 -2.657 -1.650 0.02 -0.48 0.16
O 0.046 -2.721 -1.818 2.45 -5.66 -4.86
H 0.272 -1.900 -4.009 1.87 -2.51 1.80
H 1.444 -3.012 -4.480 0.85 -0.34 0.69
H 1.914 -1.302 -3.987 0.66 -2.62 1.29
C -0.452 2.524 5.177 1.28 4.01 1.41
N 0.550 1.813 4.396 3.07 1.44 5.96
O 0.368 1.680 3.192 -2.34 -3.40 14.52
O 1.639 1.543 4.932 -2.01 -0.04 -0.57
H 0.128 3.354 5.581 -0.28 0.20 0.48
H -0.910 1.939 5.975 0.69 0.34 -0.16
H -1.164 2.899 4.442 0.64 0.51 1.60
C 0.446 2.228 -2.557 -0.55 -0.10 -0.11
N -0.977 2.044 -2.077 -0.62 0.04 -1.01
O -1.250 2.574 -0.988 8.02 -1.90 -14.34
O -1.857 1.368 -2.676 1.63 4.90 -0.60
H 0.584 2.142 -3.635 -0.83 0.46 0.17
H 1.109 1.452 -2.174 -0.32 0.77 0.45
H 0.645 3.229 -2.176 0.95 -0.72 -0.63
C -0.105 4.949 -0.701 3.07 3.62 -0.30
N 0.256 4.686 0.740 1.72 3.71 -2.75
O 0.472 3.585 1.108 2.48 3.85 -2.51
O 0.312 5.633 1.485 0.42 1.27 0.08
H -0.998 5.555 -0.546 1.16 0.72 -1.07
H -0.164 4.048 -1.311 0.08 1.33 0.83
H 0.577 5.703 -1.095 1.20 -0.35 0.25
C 0.644 -1.173 3.211 3.43 -3.35 8.49
N 0.997 -2.538 3.761 0.54 3.12 1.08
O 2.169 -2.896 3.546 -2.57 4.34 3.59
O 0.067 -3.112 4.344 1.90 -0.27 -0.21
H 1.429 -0.866 2.519 -1.53 -1.75 3.72
H 0.526 -0.446 4.015 0.92 -1.10 0.08
H -0.339 -1.190 2.739 0.54 -2.03 5.52